One molecule with the formula C10H13ClN2S at a distorted geometry. Source: OMol25; level of theory: ωB97M-V/def2-TZVPD.

```
27
C10H13ClN2S ωB97M-V/def2-TZVPD
C -3.9278 1.2213 -0.1956
C -3.8519 -0.3987 -0.2389
C -1.1854 -0.5668 -0.1017
C 1.5120 -0.5147 -0.3562
C 2.5489 -1.5605 -0.5307
C 3.8863 -1.1232 -0.4476
C 4.1393 0.3019 -0.1867
C 3.1101 1.3211 -0.4033
C 1.8582 0.8345 -0.4107
C -0.3233 0.3484 1.7959
H -4.0840 1.4871 -1.3531
H -2.9257 1.4885 0.2549
H -4.6501 1.5953 0.6119
H -4.7699 -0.6861 -1.0278
H -3.7489 -1.0284 0.7303
H 0.2660 -2.0671 -0.8555
H 2.3116 -2.5676 -0.5869
H 4.6360 -1.9594 -0.2606
H 5.2004 0.6493 -0.0403
H 3.3907 2.3124 -0.5554
H -0.7071 0.2828 2.8324
H 0.3505 1.1410 1.5611
H 0.3412 -0.5861 1.7115
N 0.1873 -0.9928 -0.4905
N -1.4940 0.0743 0.9497
S -2.4588 -0.8728 -1.2878
Cl 0.3885 1.8663 -1.1183
```

Values from the calculation:
Spin multiplicity: 1
LUMO energy in Eh: 0.01465
ΔE to the lowest compared entry with this formula, charge and spin in kJ/mol: 407.9
Molecular weight in g/mol: 228.75
SMILES: CCS/C(=N/C)Nc1ccccc1Cl
HOMO-LUMO gap in eV: 8.68